[1]
Here is C3H3NO3 in the gas phase from the OMol25 dataset. Energies are from ωB97M-V with the def2-TZVPD basis set.

Structure (XYZ):
```
10
C3H3NO3, DFT ωB97M-V with the def2-TZVPD basis set
N 0.0140 -0.7075 1.3979
C 0.4453 -0.2740 0.2834
O -0.1774 -0.1701 -0.9564
C -1.5035 0.0838 -1.0290
O -2.2702 0.1918 -0.1150
C 1.7408 0.7546 0.3008
O 1.8738 -0.4990 -0.0009
H -0.9996 -0.7394 1.4248
H -1.7611 0.1692 -2.0924
H 2.6378 1.1905 0.7868
```

Summary:
- HOMO-LUMO gap (spin up / spin down) (eV) = 8.41 / 8.41
- E_HOMO (spin up / spin down) (hartree) = -0.3309 / -0.3309



[2]
Here is C3H3NO3 in the gas phase in a non-equilibrium geometry from the OMol25 dataset. Energies are from ωB97M-V with the def2-TZVPD basis set.

Structure (XYZ):
```
10
C3H3NO3, DFT ωB97M-V with the def2-TZVPD basis set
H -0.4522 1.9913 -1.5498
N -1.0532 1.4424 -0.9370
C -0.5017 0.3979 -0.4957
C -1.2278 -0.4166 0.5296
O -0.7034 -1.3590 1.0699
O 0.7424 -0.1051 -0.7736
C 1.5719 -0.5428 0.2427
O 1.6512 -0.0976 1.3490
H -2.2239 -0.0165 0.7726
H 2.1990 -1.3210 -0.1973
```

Summary:
- HOMO-LUMO gap (eV) = 10.33
- E_HOMO (hartree) = -0.3966
- SMILES = [H]/N=C(/C=O)OC=O



[3]
Here is C3H3NO3 in the gas phase from the OMol25 dataset. Energies are from ωB97M-V with the def2-TZVPD basis set.

Structure (XYZ):
```
10
C3H3NO3, DFT ωB97M-V with the def2-TZVPD basis set
O 0.5523 2.1191 0.0393
C -0.1722 1.7332 -0.8318
O -0.7188 0.4967 -0.8864
C -0.2598 -0.3781 0.0406
C 0.5352 -0.4815 1.1035
O 0.4297 -1.8841 1.1030
N -0.5512 -1.7580 0.0335
H -0.4983 2.3026 -1.7081
H 0.9349 0.1129 1.9092
H -0.2517 -2.2627 -0.8027
```

Summary:
- HOMO-LUMO gap (eV) = 9.72
- E_HOMO (hartree) = -0.3283
- SMILES = O=COc1co[nH]1



[4]
Here is 2 unconnected molecules or ions with the total composition C3H3NO3S in a non-equilibrium geometry from the OMol25 dataset. Energies are from ωB97M-V with the def2-TZVPD basis set.

Structure (XYZ):
```
11
C3H3NO3S, DFT ωB97M-V with the def2-TZVPD basis set
C -0.9701 2.1481 -0.8577
C -1.0615 1.3129 0.1221
C 0.1726 -0.3099 0.8842
N 0.2742 -1.1553 0.0110
O 2.6245 -2.0060 -0.2317
O 0.5031 -0.0200 2.0015
O 0.7425 -3.5929 -0.4044
S 1.4041 -2.5294 0.4260
H -1.6949 2.8601 -1.1816
H -0.1409 2.0858 -1.5502
H -1.8537 1.2067 0.7807
```

Summary:
- spin multiplicity = 3
- HOMO-LUMO gap (spin up / spin down) (eV) = 2.05 / 6.90
- E_HOMO (spin up / spin down) (hartree) = 0.1544 / -0.0253
- charge = -2